{
  "formula": "C6H9O2",
  "method": "ωB97M-V/def2-TZVPD",
  "species": ["O", "C", "O", "C", "H", "H", "H", "C", "C", "C", "C", "H", "H", "H", "H", "H", "H"],
  "positions_angstrom": [[1.29492, 0.75981, 0.68547], [1.89158, -0.33719, 0.54690], [1.40418, -1.42950, 0.18214], [3.40681, -0.32215, 0.84042], [3.63891, 0.55283, 1.44974], [3.69951, -1.23885, 1.35408], [3.97775, -0.24735, -0.08705], [-1.80468, -1.55139, -0.83968], [-1.40398, -0.30205, -0.60977], [-2.37921, 0.78000, -0.52389], [-2.09656, 2.00968, -0.10569], [-2.85166, -1.78196, -1.01211], [-1.07561, -2.34981, -0.81262], [-0.34947, -0.11618, -0.43687], [-3.40859, 0.54006, -0.78655], [-2.85841, 2.77649, -0.03917], [-1.08551, 2.25757, 0.19465]],
  "forces_ev_per_a": [[0.07, -0.01, -0.02], [0.04, 0.14, -0.07], [0.07, -0.13, -0.03], [-0.04, 0.16, 0.24], [0.10, -0.07, 0.03], [0.05, 0.00, -0.03], [-0.07, -0.07, -0.08], [0.17, 0.09, 0.04], [-0.40, -0.36, -0.16], [-0.02, 0.20, 0.00], [0.17, 0.08, 0.02], [-0.03, -0.09, 0.02], [-0.03, -0.08, -0.10], [-0.09, 0.21, 0.20], [0.01, -0.08, -0.04], [-0.03, 0.00, 0.02], [0.05, 0.02, -0.01]],
  "homo_energy_ha": -0.155,
  "e_tot_ha": -384.520434,
  "homo_lumo_gap_ev": 8.22,
  "charge": -1
}



{
  "formula": "C6H9N3O",
  "method": "ωB97M-V/def2-TZVPD",
  "species": ["C", "C", "C", "C", "C", "C", "N", "N", "N", "O", "H", "H", "H", "H", "H", "H", "H", "H", "H"],
  "positions_angstrom": [[-0.61566, -0.96048, -0.03887], [0.78673, -1.21511, -0.03889], [-2.26061, 0.69379, -0.15784], [-3.23277, 1.55332, -0.32563], [-1.35741, -2.26773, 0.24805], [2.83967, 1.84092, 0.04179], [-1.10514, 0.27320, -0.03451], [1.78381, -0.22525, -0.10229], [1.68499, 1.05818, -0.24879], [1.23448, -2.33628, -0.02797], [-3.60355, 1.65786, -1.31363], [-3.84629, 1.87359, 0.60328], [-2.35269, -2.02886, 0.50856], [-0.98301, -2.81449, 1.10472], [-1.09435, -2.89317, -0.47914], [2.99866, 2.29382, -0.94329], [2.65949, 2.68084, 0.88336], [3.67602, 1.29872, 0.30905], [2.78762, -0.48288, 0.01205]],
  "forces_ev_per_a": [[-0.14, -1.71, 1.47], [1.97, 1.10, -0.81], [0.97, 0.93, 0.22], [-1.34, -0.41, 2.47], [0.21, 3.51, 2.79], [-1.97, 2.46, 0.05], [-0.63, 0.36, -0.48], [1.67, 0.98, 0.45], [-2.26, 0.99, 0.37], [0.32, -1.97, 0.22], [-0.43, 0.50, -0.67], [1.00, -0.53, -1.86], [-1.46, -0.20, -0.60], [0.56, 0.40, 0.56], [0.00, -2.70, -3.46], [0.55, 0.70, 0.45], [0.14, -1.86, -2.00], [2.05, -1.41, 0.73], [-1.20, -1.16, 0.12]],
  "homo_energy_ha": [-0.297, -0.272],
  "e_tot_ha": -473.332229,
  "homo_lumo_gap_ev": [8.47, 6.21]
}



{
  "formula": "C18H51Ag2N6O6",
  "method": "ωB97M-V/def2-TZVPD",
  "species": ["Ag", "Ag", "C", "O", "H", "H", "H", "C", "C", "C", "O", "C", "N", "H", "H", "H", "H", "H", "H", "H", "H", "H", "H", "H", "C", "C", "C", "O", "C", "N", "H", "H", "H", "H", "H", "H", "H", "H", "H", "H", "H", "C", "C", "C", "O", "C", "N", "H", "H", "H", "H", "H", "H", "H", "H", "H", "H", "H", "C", "C", "C", "O", "C", "N", "H", "H", "H", "H", "H", "H", "H", "H", "H", "H", "H", "C", "O", "N", "N", "H", "H", "H", "H"],
  "positions_angstrom": [[-0.53093, -1.29402, 2.03265], [-3.29067, -1.35557, -0.44308], [-0.56245, 0.72525, -0.18690], [-1.06443, -0.58171, -0.34371], [-0.76393, 1.19482, 0.79024], [0.52088, 0.79827, -0.32369], [-1.09766, 1.38783, -0.88164], [-1.61854, 2.17056, 4.92900], [-0.86865, 1.48231, 3.75566], [0.59655, 1.88827, 3.68394], [0.65794, 3.27149, 3.92715], [1.96927, 3.74645, 4.08715], [-0.97696, 0.00566, 3.93771], [-2.50763, 1.66861, 5.31501], [-1.95726, 3.13157, 4.53287], [-1.02123, 2.41111, 5.81083], [-1.46817, 1.76275, 2.89145], [0.92893, 1.67034, 2.66380], [1.16113, 1.36916, 4.46485], [2.62846, 3.45033, 3.26462], [2.48180, 3.35273, 4.97880], [1.91818, 4.82002, 4.24166], [-0.58534, -0.20489, 4.85462], [-1.94528, -0.27286, 4.06764], [1.32797, -4.16099, 4.80974], [0.95883, -3.09889, 3.78507], [2.17475, -2.23072, 3.40505], [1.80663, -1.33021, 2.35870], [2.95645, -0.98669, 1.58688], [0.29762, -3.67426, 2.57469], [0.43685, -4.50905, 5.33306], [1.93269, -3.71627, 5.60937], [1.92677, -4.99313, 4.43989], [0.28097, -2.39501, 4.27571], [2.98843, -2.91212, 3.13380], [2.50571, -1.64231, 4.26289], [3.39163, -1.88796, 1.14712], [3.72770, -0.49912, 2.18979], [2.68533, -0.30851, 0.77920], [-0.41165, -4.31458, 2.91554], [1.04878, -4.22805, 2.16835], [-4.28212, 2.54494, -0.99648], [-5.10640, 1.30837, -1.26113], [-4.71219, 0.59042, -2.54327], [-4.67949, 1.52886, -3.60618], [-3.39677, 1.70897, -4.14282], [-4.99946, 0.39262, -0.11792], [-4.61467, 3.42352, -1.55504], [-3.20393, 2.42445, -1.07600], [-4.52834, 2.96364, -0.00950], [-6.13881, 1.59065, -1.50143], [-5.48188, -0.13972, -2.81647], [-3.76379, 0.03665, -2.46501], [-2.56949, 1.83433, -3.43280], [-3.35635, 2.59724, -4.77322], [-3.10382, 0.87222, -4.79074], [-5.24312, 0.86387, 0.74668], [-5.72608, -0.31765, -0.22848], [2.45029, 1.53877, -3.58902], [2.92574, 0.10383, -3.48534], [4.31556, -0.06804, -4.09523], [4.34476, 0.08326, -5.49916], [3.35363, -0.64305, -6.20458], [2.98380, -0.21309, -2.05008], [1.45416, 1.62292, -3.13091], [2.32933, 1.91045, -4.60530], [3.06285, 2.21182, -2.98301], [2.10906, -0.47679, -3.92731], [4.67849, -1.08138, -3.86789], [4.97265, 0.67461, -3.64543], [2.43626, -0.06087, -6.34625], [3.09946, -1.60502, -5.76062], [3.74972, -0.74642, -7.21466], [3.00949, -1.21040, -1.85203], [2.09876, 0.05146, -1.62470], [0.06395, -2.32153, -3.20312], [0.52123, -2.97571, -4.14290], [-0.67710, -1.20428, -3.39012], [0.21043, -2.63210, -1.88463], [-0.89261, -0.82872, -4.29127], [-0.77645, -0.63005, -2.56145], [-0.22098, -1.94688, -1.26368], [0.66478, -3.48678, -1.63701]],
  "forces_ev_per_a": [[-0.23, 0.01, -0.77], [0.87, 1.13, 0.19], [-1.08, 0.37, -0.07], [-0.14, -0.77, 0.95], [-0.02, -0.28, 0.13], [0.03, -0.12, -0.27], [0.48, 0.21, -0.24], [0.19, 1.04, -0.19], [-1.57, -0.35, 1.95], [-0.86, 0.52, -0.29], [-0.10, -0.05, -0.06], [0.71, -0.13, 0.45], [0.15, -0.31, -0.28], [0.02, -0.41, -0.46], [0.00, 0.06, 0.31], [0.33, -0.19, -0.19], [0.51, -0.17, -0.46], [0.59, -0.26, 0.15], [0.16, -0.34, -0.18], [-0.20, 0.37, -0.32], [-0.42, -0.22, 0.13], [0.02, 0.06, -0.40], [0.34, -0.13, -0.21], [-0.16, 0.42, -0.13], [0.33, 0.52, 0.86], [0.19, 0.34, 0.31], [-0.78, -0.50, -0.05], [1.05, -0.39, 0.14], [0.23, 0.12, -0.35], [0.62, 0.81, 0.85], [-0.03, -0.33, -0.27], [0.01, 0.09, -0.09], [-0.23, -0.04, -0.33], [-0.35, -0.23, -0.10], [0.14, 0.23, -0.41], [0.02, -0.13, 0.17], [-0.02, 0.01, -0.03], [-0.12, -0.01, 0.15], [-0.22, -0.04, 0.10], [0.03, -0.15, -0.21], [-0.43, -0.19, -0.51], [-0.58, 1.29, 0.68], [0.20, 0.33, -0.66], [-0.19, -0.02, -0.66], [0.31, -0.12, 0.50], [1.01, 0.04, -0.93], [-0.54, -1.26, -0.31], [0.26, -0.48, -0.79], [-0.02, -0.14, -0.03], [0.31, -0.61, 0.29], [-0.05, 0.19, 0.68], [0.00, -0.14, 0.20], [0.17, 0.20, 0.10], [-0.39, -0.04, 0.47], [-0.45, 0.04, 0.08], [-0.18, -0.11, 0.06], [0.28, 0.06, 0.02], [-0.07, 0.18, 0.11], [-0.61, 0.54, 0.53], [-0.63, 0.50, 0.48], [-0.74, -0.92, -0.24], [-0.13, 0.36, 0.17], [0.17, 0.53, -0.62], [-0.05, -0.17, 0.71], [-0.03, -0.14, -0.09], [0.36, -0.08, -0.06], [0.29, -0.01, -0.32], [0.60, -0.43, -0.52], [0.09, 0.08, 0.25], [0.12, -0.04, -0.12], [-0.11, 0.02, 0.39], [0.16, -0.12, 0.02], [0.06, -0.41, 0.06], [0.29, -0.05, -0.49], [0.05, 0.25, -0.14], [0.86, -1.46, -1.65], [-0.30, 0.33, 0.89], [-0.65, 1.06, 0.95], [-0.31, 0.61, -0.28], [0.35, -0.14, -0.22], [-0.33, 0.21, -0.35], [0.34, -0.53, 0.73], [0.07, -0.01, 0.14]],
  "homo_energy_ha": -0.395,
  "e_tot_ha": -1790.017678,
  "homo_lumo_gap_ev": 6.89,
  "charge": 1
}



{
  "formula": "H22O11",
  "method": "ωB97M-V/def2-TZVPD",
  "species": ["O", "H", "H", "O", "H", "H", "O", "H", "H", "O", "H", "H", "O", "H", "H", "O", "H", "H", "O", "H", "H", "O", "H", "H", "O", "H", "H", "O", "H", "H", "O", "H", "H"],
  "positions_angstrom": [[0.57452, 1.17352, 0.04305], [-0.12516, 1.78092, -0.05135], [0.11394, 0.30468, -0.00996], [2.96677, -1.48324, -0.45222], [3.79174, -1.72989, -0.86900], [3.18575, -0.72176, 0.12285], [-2.05357, 3.40910, -1.03121], [-2.22906, 2.58276, -1.49977], [-1.37152, 3.20119, -0.39867], [-0.71526, 0.30166, 2.13499], [-1.72629, 0.04773, 2.20940], [-0.30021, -0.34014, 2.69060], [4.31948, 1.20147, -0.24719], [4.12254, 1.54827, 0.62802], [5.23800, 1.46756, -0.42538], [-0.44898, 2.88238, 1.84752], [-0.53111, 3.74339, 1.40740], [0.37672, 2.51735, 1.51808], [0.58494, -2.49710, 1.92698], [0.05421, -2.53997, 2.74767], [0.91294, -3.32351, 1.92422], [2.46368, -0.65632, -2.02434], [1.91665, -1.32742, -2.36835], [1.86812, 0.05523, -1.77486], [-2.04645, 0.32780, -2.37251], [-2.49648, 0.11273, -3.13324], [-2.63933, 0.07924, -1.60806], [-2.74279, -1.54765, 1.66370], [-1.77208, -1.84958, 1.74305], [-3.21600, -2.24810, 1.21406], [-2.53788, -2.07615, -2.15878], [-3.43567, -2.19074, -2.08110], [-2.10218, -2.20540, -1.31557]],
  "forces_ev_per_a": [[1.33, -2.06, -0.87], [-1.31, 0.94, -0.25], [0.62, 0.86, 0.41], [2.24, -3.54, 7.93], [0.14, 0.22, 0.09], [0.07, -0.71, -0.58], [-0.39, 0.09, -0.36], [0.16, -0.03, -0.09], [0.12, -0.12, 0.32], [-3.73, -0.72, 0.05], [2.92, 1.07, -0.19], [0.67, -0.54, 0.59], [0.50, 0.14, -0.01], [0.02, 0.12, 0.02], [-0.52, -0.16, 0.11], [-0.42, 1.18, -0.38], [0.13, -0.07, 0.47], [0.19, -0.36, 0.20], [-2.77, 4.19, 1.14], [0.37, 0.32, -0.41], [2.28, -4.60, -0.59], [-1.33, 4.81, -6.78], [-1.09, -1.10, -0.66], [-0.10, 0.27, -0.10], [0.88, 1.95, 4.24], [-1.57, -0.96, -2.53], [1.03, 0.29, -1.62], [2.19, -0.52, 0.29], [-2.20, 0.47, -0.55], [-0.06, -0.27, 0.01], [2.96, -0.35, -0.68], [-3.17, -0.71, 0.63], [-0.16, -0.08, 0.16]],
  "smiles": "O.O.O.O.O.O.O.O.O.O.O",
  "homo_energy_ha": -0.256,
  "e_tot_ha": -840.646195,
  "homo_lumo_gap_ev": 6.75
}



{
  "formula": "C4H10S2",
  "method": "ωB97M-V/def2-TZVPD",
  "species": ["C", "C", "C", "S", "S", "C", "H", "H", "H", "H", "H", "H", "H", "H", "H", "H"],
  "positions_angstrom": [[1.29302, 3.09135, -1.33426], [1.18448, 1.49036, -1.19919], [0.72730, 1.15391, 0.22399], [-0.83542, 0.20778, 0.34732], [-0.52038, -1.72361, -0.07587], [-0.88133, -2.61540, 1.50680], [0.74158, 3.33102, -2.23456], [0.95720, 3.54132, -0.40142], [2.33028, 3.43222, -1.39332], [0.51235, 1.12016, -1.95442], [2.20725, 1.18870, -1.42998], [1.49436, 0.54382, 0.73331], [0.61471, 2.00291, 0.87728], [-1.49648, -1.93379, 2.07131], [-1.38497, -3.53278, 1.20773], [0.06044, -2.89931, 1.97221]],
  "forces_ev_per_a": [[0.22, -1.59, 0.23], [0.77, 2.59, 0.54], [1.04, -2.15, 0.14], [-0.53, 1.21, 0.14], [0.19, -0.90, -0.15], [0.83, 0.17, -1.05], [-0.09, 0.82, 0.16], [-0.66, 0.28, -0.41], [-0.06, -0.23, -0.43], [-0.23, -0.25, -0.12], [-0.26, -0.77, 0.24], [-0.26, 0.11, -0.19], [-0.38, 0.48, -0.01], [-0.14, -0.18, 0.46], [-0.29, 0.15, 0.12], [-0.14, 0.27, 0.34]],
  "smiles": "CCCSSC",
  "homo_energy_ha": -0.308,
  "e_tot_ha": -954.752204,
  "homo_lumo_gap_ev": 9.27
}



{
  "formula": "CH4NP",
  "method": "ωB97M-V/def2-TZVPD",
  "species": ["C", "N", "P", "H", "H", "H", "H"],
  "positions_angstrom": [[-0.40117, 0.32725, -0.62533], [0.34581, -0.14367, 0.41391], [0.04290, -0.29206, 1.94700], [-1.51963, 0.04125, -0.87139], [0.18863, -0.26739, -2.35715], [-0.06249, 1.20256, -0.91899], [1.40595, -0.86794, 2.41195]],
  "forces_ev_per_a": [[-2.30, -5.37, -2.28], [-0.22, -0.46, 0.53], [1.42, -0.64, -0.07], [2.37, 0.68, 1.04], [-0.79, 0.68, 2.83], [1.02, 4.45, -1.46], [-1.52, 0.66, -0.59]],
  "homo_energy_ha": [-0.305, -0.305],
  "e_tot_ha": -436.418371,
  "homo_lumo_gap_ev": [7.30, 7.30]
}



- Number 3 is which compound?
  C18H51Ag2N6O6